[1]
Molecular formula: H4O2
Method: DFT, ωB97M-V with the def2-TZVPD basis set

As for the multiplicity: 1. As for the largest force on an atom: 0.133 eV Å⁻¹. The relative energy (zero: lowest compared OMol25 entry of this formula, charge and spin) is 1.8 kcal per mole. The net charge is 0. As for the SMILES: O.O.

```
6
Properties=species:S:1:pos:R:3:forces:R:3:nbo_charge:R:1
O -0.25333 -1.74759 -0.81278 0.086 0.073 0.070 -0.947
O 0.33062 1.27055 0.48902 -0.026 -0.015 -0.066 -0.950
H -0.14999 1.64450 -0.25760 0.017 -0.030 0.057 0.476
H 0.51532 2.01568 1.06967 0.007 -0.053 -0.033 0.475
H -0.76453 -2.09945 -0.07726 0.023 0.035 -0.034 0.467
H 0.32191 -1.08369 -0.41105 -0.106 -0.009 0.005 0.480
```
Positions in Å, forces in eV/Å.

[2]
Molecular formula: C19H31IN2O4
Method: DFT, ωB97M-V with the def2-TZVPD basis set

As for the multiplicity: 1. As for the largest force on an atom: 0.364 eV Å⁻¹. The net charge is 0. As for the energy: -1450.6594 Ha. As for the SMILES: ICCCc1cccc2nccnc12.COCCOC.COCCOC.

```
57
Properties=species:S:1:pos:R:3:forces:R:3:nbo_charge:R:1
I 1.92619 -1.79762 -0.46924 0.043 -0.201 0.061 0.062
O -1.17781 2.17807 1.63390 0.000 0.010 0.030 -0.558
O -2.08626 -6.44572 1.81825 0.014 0.046 0.016 -0.551
O -2.67133 1.71652 4.12688 0.030 -0.025 -0.038 -0.550
O 0.19787 -4.60077 1.72470 -0.031 0.043 -0.042 -0.553
N 2.97240 3.09260 -4.56236 0.032 0.086 0.021 -0.394
N 2.73651 5.49635 -3.11819 0.052 0.019 -0.034 -0.358
C -0.72993 -6.84455 1.72279 -0.071 -0.057 -0.004 -0.088
C 1.93664 4.42883 -2.83599 0.204 -0.128 -0.273 0.088
C 0.30081 2.27504 -2.24151 -0.120 0.009 0.158 -0.209
C 1.21146 2.11309 -3.24902 -0.046 -0.027 0.015 -0.016
C 1.34535 0.81209 -3.99618 0.071 -0.102 -0.072 -0.438
C 0.20128 -5.85438 2.38530 0.083 0.055 0.000 -0.087
C -3.00337 2.69239 3.15534 -0.043 -0.009 0.081 -0.088
C -0.58834 -3.61527 2.36840 0.020 0.009 -0.016 -0.255
C 3.60211 5.34615 -4.08020 -0.083 -0.208 -0.022 0.009
C 0.19080 3.47774 -1.51262 -0.124 -0.051 0.069 -0.193
C -0.68677 0.85120 1.71715 0.037 0.003 -0.060 -0.257
C 2.33018 -0.37965 -2.00967 -0.002 0.127 0.123 -0.505
C 1.27382 -0.42371 -3.09558 -0.094 -0.031 -0.070 -0.424
C -1.49929 2.01714 4.86089 -0.013 -0.008 0.002 -0.253
C 0.98971 4.54005 -1.80096 0.005 0.125 0.073 -0.193
C -2.58599 2.27283 1.76331 0.032 0.005 -0.068 -0.088
C -2.58727 -5.84439 0.63954 -0.004 0.000 0.012 -0.254
C 2.05428 3.21365 -3.56232 0.080 0.292 0.018 0.167
C 3.71816 4.13199 -4.80974 -0.025 0.076 0.094 0.010
H -1.09041 0.32448 2.58521 -0.008 0.003 0.001 0.180
H -0.66422 2.26829 4.20261 0.009 0.006 0.003 0.178
H -2.54197 3.65332 3.40541 0.005 0.015 -0.003 0.173
H 4.25295 6.18082 -4.32002 -0.040 0.020 0.031 0.196
H -2.71522 -6.58769 -0.15506 0.023 0.008 -0.013 0.166
H 1.41288 -1.32068 -3.70193 -0.011 -0.001 -0.009 0.218
H -3.56002 -5.42013 0.88202 -0.012 -0.022 0.005 0.190
H 2.34592 0.57619 -1.49462 -0.018 0.027 -0.029 0.223
H -1.92910 -5.04911 0.28115 0.000 0.002 -0.010 0.179
H -4.08962 2.82315 3.17438 0.006 0.007 -0.008 0.185
H -0.10139 -3.26253 3.28443 -0.018 -0.017 0.017 0.167
H 0.55142 0.74681 -4.74492 0.028 -0.009 -0.050 0.227
H -0.44358 -6.97500 0.67412 0.012 -0.003 -0.011 0.173
H -0.68409 -2.77760 1.67827 0.025 0.005 -0.001 0.191
H -0.52658 3.54307 -0.70560 -0.022 -0.051 0.029 0.230
H -1.58408 -3.99110 2.61509 -0.009 0.001 0.003 0.180
H 2.28917 0.81468 -4.53938 -0.020 0.038 -0.042 0.238
H -0.93174 0.28798 0.80941 -0.013 -0.032 0.021 0.168
H -2.93618 3.02424 1.04830 -0.012 -0.003 0.004 0.182
H 0.27964 -0.51731 -2.65453 0.036 0.051 0.060 0.204
H 0.39662 0.90763 1.80578 0.006 0.016 -0.031 0.197
H -0.07477 -5.73220 3.43761 -0.008 -0.006 0.014 0.173
H -3.05730 1.31765 1.50931 -0.010 -0.008 -0.006 0.175
H -0.63223 -7.81247 2.22372 0.006 0.004 -0.004 0.184
H 3.32846 -0.58115 -2.38978 -0.021 -0.091 0.010 0.222
H 1.22166 -6.24776 2.34591 -0.006 -0.002 0.008 0.185
H 0.92767 5.47021 -1.25266 0.028 0.020 -0.026 0.227
H -1.24363 1.13036 5.43806 -0.020 0.001 0.014 0.191
H 4.45486 4.05045 -5.60281 -0.019 -0.027 0.004 0.194
H -0.35314 1.45649 -1.96416 0.022 -0.026 -0.040 0.212
H -1.67318 2.84923 5.55181 0.014 0.018 -0.017 0.167
```
Positions in Å, forces in eV/Å.

[3]
Molecular formula: C4H7IN2OS
Method: DFT, ωB97M-V with the def2-TZVPD basis set

As for the multiplicity: 1. As for the largest force on an atom: 3.883 eV Å⁻¹. The relative energy (zero: lowest compared OMol25 entry of this formula, charge and spin) is 70.0 kcal per mole. The net charge is 0.

```
16
Properties=species:S:1:pos:R:3:forces:R:3:nbo_charge:R:1
I -0.11543 0.00011 -3.03762 -0.041 -0.230 -0.435 0.364
S -0.29276 1.37203 -0.11272 0.985 -1.926 -0.962 1.997
O -0.39220 2.66831 0.42040 -0.543 2.736 0.351 -0.912
N -0.17874 1.59866 -1.86370 -0.031 -0.754 2.240 -1.102
N -3.70725 1.13578 1.03001 -1.996 0.790 0.276 -0.335
C -1.46150 -1.14744 0.42037 1.237 -3.336 -1.554 -0.630
C -2.61928 0.89229 0.80134 0.076 0.361 0.208 0.243
C -1.37577 0.31705 0.65717 1.849 0.313 -1.680 -0.641
C 1.39158 0.84166 0.14572 0.349 2.480 -2.674 -0.852
H -0.56946 -1.66071 0.88186 -0.988 0.286 -0.077 0.212
H -2.41764 -1.61197 0.83575 1.409 0.878 -0.463 0.259
H 1.75559 1.20027 1.02529 0.015 0.201 3.437 0.259
H -1.35977 -1.53348 -0.70600 -0.641 1.114 2.220 0.212
H 1.58139 -0.12849 -0.07538 0.338 -3.131 -0.214 0.240
H 2.15371 1.43130 -0.45282 -1.618 -0.427 -0.460 0.264
H -0.36355 2.50293 -2.23425 -0.402 0.645 -0.212 0.422
```
Positions in Å, forces in eV/Å.

[4]
Molecular formula: C2H7FN3
Method: DFT, ωB97M-V with the def2-TZVPD basis set

As for the multiplicity: 1. As for the largest force on an atom: 5.566 eV Å⁻¹. The relative energy (zero: lowest compared OMol25 entry of this formula, charge and spin) is 28.9 kcal per mole. The net charge is +1. As for the SMILES: N/C(CF)=N\[NH3+].

```
13
Properties=species:S:1:pos:R:3:forces:R:3:nbo_charge:R:1
F 2.86888 -0.04987 -0.63462 -0.905 -0.380 -0.017 -0.296
N -0.55580 0.95480 0.20568 1.124 2.000 0.659 -0.400
N -0.06482 -1.28412 -0.24963 -2.418 1.574 -0.750 -0.794
N -1.88674 0.79428 -0.27902 0.341 -0.858 -1.159 -0.542
C 0.21881 -0.04792 0.19401 3.644 -1.796 -0.994 0.435
C 2.08980 0.12965 0.43351 -3.736 4.034 0.869 0.103
H 0.42734 -2.05936 -0.00957 2.473 -2.187 0.887 0.416
H 2.39721 -0.38551 1.30136 0.150 -1.425 0.583 0.188
H -1.85254 0.99187 -1.32941 -0.426 -0.437 1.497 0.453
H -0.98685 -1.60740 -0.49821 -0.285 0.349 -0.186 0.371
H -2.21183 -0.18024 -0.08106 -0.536 1.017 -0.288 0.415
H -2.46385 1.51613 0.17851 0.080 -0.479 -0.156 0.462
H 2.02038 1.22769 0.76846 0.493 -1.412 -0.945 0.190
```
Positions in Å, forces in eV/Å.